C23H17N8SSn as an isolated structure at a distorted geometry. Source: the OMol25 dataset; level of theory: ωB97M-V with the def2-TZVPD basis set.

- HOMO level (eV) = -11.808
- relative energy (zero: lowest compared OMol25 entry of this formula, charge and spin) (eV) = 0.0000
- HOMO-LUMO gap (eV) = 6.84
- charge = +1
- LUMO level (Eh) = -0.183

Geometry as XYZ:
```
50
C23H17N8SSn (ωB97M-V with the def2-TZVPD basis set)
Sn -0.0154 -1.2837 -0.7914
N 3.2142 1.9007 -1.1130
C 2.1258 1.1311 -1.0347
S 2.4003 -0.5903 -1.0714
N 0.9779 1.7448 -0.9394
N -0.1397 1.0238 -0.8113
C -1.2391 1.6020 -0.4791
C -1.3096 3.0507 -0.1726
C -1.0311 4.0024 -1.1480
C -1.1006 5.3493 -0.8322
C -1.4151 5.7497 0.4600
C -1.6574 4.8002 1.4425
C -1.6115 3.4510 1.1277
C -2.4368 0.7529 -0.3291
C -3.6763 1.2832 -0.0050
C -4.7554 0.4272 0.1587
C -4.5734 -0.9356 -0.0101
C -3.3158 -1.3860 -0.3658
N -2.2827 -0.5609 -0.5227
H 4.1303 1.4925 -1.1690
H 3.1130 2.9028 -1.1010
H -0.7875 3.6893 -2.1550
H -0.9036 6.0898 -1.5960
H -1.4721 6.8023 0.7030
H -1.8759 5.1056 2.4570
H -1.7898 2.7083 1.8976
H -3.7912 2.3491 0.1243
H -5.7292 0.8194 0.4190
H -5.3826 -1.6377 0.1277
H -3.1198 -2.4392 -0.5293
N 0.0250 -1.3122 1.2631
C -0.0383 -0.8330 2.3469
N -0.1206 -0.4902 3.5202
C -0.0923 0.6174 4.2309
N -0.1002 1.5750 4.8741
C 0.0218 -3.6603 -0.9116
C 1.4508 -3.8686 -0.7306
C 2.2804 -4.1029 -1.8352
C 3.6479 -4.1841 -1.6837
C 4.2118 -4.0063 -0.4193
C 3.3966 -3.8530 0.7012
C 2.0279 -3.7854 0.5444
C 5.6418 -3.9486 -0.2791
N 6.7829 -3.8694 -0.1749
H -0.6278 -3.7754 -0.0498
H -0.4171 -3.8991 -1.8718
H 1.8353 -4.2177 -2.8164
H 4.2908 -4.3692 -2.5330
H 3.8485 -3.7667 1.6796
H 1.3850 -3.6445 1.4037
```


C23H18BBrINO6PdS2 as an isolated structure. Source: the OMol25 dataset; level of theory: ωB97M-V with the def2-TZVPD basis set.

- HOMO level (eV) = -3.159
- relative energy (zero: lowest compared OMol25 entry of this formula, charge and spin) (eV) = 0.8737
- HOMO-LUMO gap (eV) = 7.19
- charge = -2
- LUMO level (Eh) = 0.148

Geometry as XYZ:
```
54
C23H18BBrINO6PdS2 (ωB97M-V with the def2-TZVPD basis set)
Pd -0.4101 -1.0081 -0.3531
O 1.5892 -3.8117 -1.8502
S 2.3131 -2.6511 -1.4037
O 3.5341 -2.3651 -2.1340
O 1.5034 -1.4211 -1.2791
C 2.8950 -3.0783 0.2652
C 4.2819 -3.1385 0.3994
C 4.8840 -3.5784 1.5666
C 4.0944 -3.9884 2.6307
C 2.7166 -3.9168 2.5191
C 2.1028 -3.4522 1.3562
S 0.3310 -3.1940 1.5897
O -0.0917 -4.2696 2.4571
O 0.2965 -1.8766 2.2371
O -0.3575 -3.1702 0.2915
H 4.8736 -2.8437 -0.4552
H 5.9652 -3.6093 1.6369
H 4.5436 -4.3543 3.5467
H 2.0813 -4.2149 3.3414
Br -5.5750 0.4769 0.3031
C -4.3112 1.8762 0.2446
C -4.7230 3.1144 -0.2364
C -3.8200 4.1618 -0.3251
C -2.5011 3.9746 0.0687
C -2.0964 2.7412 0.5490
C -2.9973 1.6852 0.6414
I -2.2828 -0.1369 1.3588
H -5.7502 3.2406 -0.5499
H -4.1471 5.1186 -0.7131
H -1.7776 4.7749 -0.0167
H -1.0623 2.5809 0.8318
B -4.5711 -2.7106 -2.3573
C -3.1699 -1.9606 -2.3145
N -2.1525 -1.4071 -2.2825
H -5.4357 -1.8632 -2.4991
H -4.7210 -3.3097 -1.3073
H -4.5763 -3.4803 -3.3027
C 2.7327 3.1434 1.3495
C 2.4605 1.8117 1.7341
C 1.5623 1.0563 1.0339
C 0.8828 1.5910 -0.0946
C -0.0718 0.8354 -0.8409
C -0.7074 1.4056 -1.9095
C -0.4302 2.7400 -2.2808
C 0.4685 3.4936 -1.5827
C 1.1505 2.9360 -0.4734
C 2.0926 3.6893 0.2747
H 3.4525 3.7302 1.9094
H 2.9691 1.3819 2.5884
H 1.3549 0.0377 1.3389
H -1.4196 0.8164 -2.4730
H -0.9499 3.1659 -3.1324
H 0.6810 4.5192 -1.8682
H 2.2954 4.7119 -0.0285
```